1.
The following is a quantum chemistry calculation of 2 unconnected molecules or ions with the total composition C5H11NO2, from OMol25.

```
! wB97M-V def2-TZVPD RIJCOSX def2/J DEFGRID3
* xyz 0 1
C 0.07550 2.21938 -0.74737
C -0.01461 0.95331 -1.18848
C 0.96212 -0.12357 -0.84345
C 0.21527 -1.26118 -0.14742
N 1.02124 -2.44567 0.11975
C -0.35398 -0.86270 1.23554
O 0.16555 0.03641 1.85382
H -0.60525 3.00700 -1.00422
H 0.93358 2.47398 -0.12425
H -0.93726 0.66907 -1.70255
H 1.32853 -0.41270 -1.83949
H 1.81839 0.31034 -0.34595
H -0.59963 -1.53789 -0.81794
H 1.87439 -2.21897 0.60878
H 1.19164 -2.98296 -0.71851
H -1.23852 -1.33274 1.66474
O -2.27569 1.31989 1.37691
H -1.74924 0.93233 2.09554
H -1.81204 1.25667 0.52457
*
```

**Orbital gap**: 10.2 eV
**E_tot**: -10947.0744 eV

=====

2.
The following is a quantum chemistry calculation of a molecular structure, CH3I3N, from OMol25.

```
! wB97M-V def2-TZVPD RIJCOSX def2/J DEFGRID3
* xyz 1 1
C 0.78586 -2.47945 1.22975
N -0.37979 -2.13963 0.87394
I 1.74691 -3.82253 0.05632
I 0.21976 1.68338 1.11357
I 1.84733 -1.65669 2.88799
H 1.11872 2.74909 1.94952
H -0.79433 -2.47019 -0.04850
H -1.12101 -1.81581 1.50771
*
```

**Orbital gap**: 7.7 eV
**E_tot**: -26869.4411 eV

=====

3.
The following is a quantum chemistry calculation of 9 unconnected molecules or ions with the total composition C20H56N2O9S7, from OMol25.

```
! wB97M-V def2-TZVPD RIJCOSX def2/J DEFGRID3
* xyz 0 1
C 17.93282 12.09069 5.90714
O 17.93803 10.85015 5.73938
N 18.50784 12.70104 6.95563
C 18.48890 14.15608 7.02638
C 19.22829 11.91877 7.99300
H 17.46551 12.87294 5.22760
H 17.78623 14.59253 6.28567
H 19.47550 14.54375 6.79832
H 18.23015 14.46352 8.03130
H 19.04240 10.86887 7.72198
H 20.25123 12.20797 7.92848
H 18.80255 12.24575 8.88336
C 10.36083 10.62413 12.15820
O 9.97801 11.51063 11.41319
N 10.84367 9.41345 11.68275
C 11.54899 8.54811 12.60945
C 11.04046 9.12089 10.26668
H 10.44259 10.86030 13.26346
H 11.41502 7.52042 12.31499
H 11.21157 8.67373 13.62579
H 12.57919 8.87779 12.48186
H 10.37081 9.62637 9.56793
H 12.10151 9.41260 10.03495
H 10.92331 8.09367 10.05138
C 14.15413 17.10530 9.52045
S 13.04542 15.81411 9.05693
O 13.89787 14.83822 8.30134
C 12.04017 16.79095 7.91081
H 14.58146 17.67337 8.69475
H 14.93131 16.53086 10.02151
H 13.61864 17.77886 10.21624
H 11.59978 17.65271 8.37766
H 11.26375 16.03489 7.61081
H 12.65150 17.02148 7.00918
C 12.78076 12.82628 6.16195
S 11.22707 13.54036 6.71342
O 10.24490 13.52889 5.53146
C 10.76456 12.30568 7.85120
H 12.90140 13.15931 5.12018
H 12.69465 11.72950 6.05214
H 13.59378 13.22274 6.70788
H 11.54512 12.36572 8.70021
H 10.88018 11.26325 7.45588
H 9.79608 12.48369 8.31571
C 17.24064 8.64174 9.78827
S 15.55150 8.34620 9.50945
O 14.67587 9.18939 10.44320
C 15.62366 9.17743 7.87903
H 17.46432 9.67598 9.54329
H 17.87370 8.05071 9.14566
H 17.46954 8.33342 10.84688
H 16.05881 10.14928 8.02401
H 14.68267 9.29366 7.43262
H 16.21689 8.53855 7.22648
C 8.38545 14.30111 12.42159
S 9.89037 14.75753 13.28317
O 10.42610 13.55345 13.93920
C 10.83887 15.08295 11.79386
H 8.67049 13.63398 11.60603
H 8.08559 15.23076 11.99663
H 7.74667 13.83435 13.16310
H 11.84338 14.66477 12.07985
H 10.88799 16.13972 11.57725
H 10.51996 14.58500 10.91462
C 19.48673 11.44530 13.86311
S 19.21653 10.04743 12.84371
O 18.89333 10.53612 11.47319
C 20.87568 9.47864 12.83778
H 18.52518 11.88030 13.80544
H 20.27401 12.12747 13.46565
H 19.71950 11.14012 14.87669
H 21.01600 8.65357 12.21291
H 21.30649 9.21008 13.79146
H 21.59847 10.20373 12.51186
C 13.26848 12.21296 10.62200
S 14.91607 13.03116 10.52796
O 14.65247 14.40928 11.17950
C 15.77825 11.93740 11.77374
H 13.09330 11.34961 10.00933
H 12.69557 13.04324 10.19591
H 12.86443 12.08625 11.65313
H 15.88236 12.55908 12.63784
H 16.80892 11.84258 11.37942
H 15.24924 11.08284 11.94449
C 13.24277 12.31929 16.57186
S 14.76088 13.32403 16.55175
O 15.84947 12.45223 16.04370
C 14.21471 14.22672 15.11902
H 13.51448 11.34674 16.99614
H 12.80389 12.15090 15.61548
H 12.52272 12.85408 17.23004
H 13.18232 14.55792 15.15017
H 14.35006 13.47764 14.28116
H 14.86794 15.06845 14.90506
*
```

**Orbital gap**: 8.9 eV
**E_tot**: -118895.4564 eV

=====

4.
The following is a quantum chemistry calculation of a molecular structure, C21H17CoF3N6S2, from OMol25.

```
! wB97M-V def2-TZVPD RIJCOSX def2/J DEFGRID3
* xyz -2 2
Co 0.49389 0.48755 0.52421
S 0.77732 0.67320 3.20116
C 2.38163 1.31722 3.20204
C 2.82682 1.96773 4.41024
N 3.16109 2.48679 5.38431
C 3.23829 1.21888 2.14935
S 2.84810 0.41525 0.65953
C 4.57272 1.74736 2.26436
N 5.64448 2.17033 2.33648
N -1.79100 -0.10215 -1.76658
C -0.62748 0.31720 -2.40931
C -0.63854 0.33100 -3.81197
C 0.48171 0.76991 -4.47849
C 1.57241 1.19687 -3.74100
C 1.49184 1.12565 -2.36144
N 0.42339 0.66886 -1.71088
C -2.32567 0.22283 -0.52534
C -3.72253 0.15222 -0.40990
C -4.32355 0.52275 0.76713
C -3.52607 0.97014 1.80318
C -2.15726 0.97578 1.61231
N -1.56062 0.58156 0.48434
H -2.49053 -0.42367 -2.40876
H -1.52770 0.01703 -4.34959
H 0.49859 0.79187 -5.56108
H 2.47350 1.55803 -4.21678
H 2.31904 1.42246 -1.72333
H -4.31127 -0.16861 -1.26033
H -5.40138 0.48463 0.86623
H -3.94238 1.28857 2.74864
H -1.47840 1.31146 2.39131
F 1.50082 3.16819 -0.04883
C 0.39704 2.48477 0.41234
F -0.59728 2.91081 -0.52893
F 0.02151 3.20380 1.51747
C 1.75504 -1.98519 -1.71361
C 0.81436 -2.39126 -0.61349
C 0.39187 -3.69854 -0.43992
C -0.40249 -3.70668 0.73113
C -0.42015 -2.40429 1.20231
C -1.10488 -1.99287 2.47223
N 0.31077 -1.57488 0.38297
H 2.34066 -2.86053 -2.00554
H 2.45688 -1.21871 -1.39343
H 1.24269 -1.62885 -2.61504
H 0.66790 -4.54213 -1.06242
H -0.89009 -4.55378 1.19982
H -1.48036 -2.89339 2.96491
H -1.96062 -1.33278 2.31037
H -0.42408 -1.48238 3.15767
*
```

**Orbital gap (alpha / beta)**: 4.8 / 4.8 eV
**E_tot**: -98445.5156 eV

=====

5.
The following is a quantum chemistry calculation of a single C7H11NS molecule, from OMol25.

```
! wB97M-V def2-TZVPD RIJCOSX def2/J DEFGRID3
* xyz 0 1
C 0.61925 -2.81167 0.81165
C 0.06039 -1.58485 0.95846
C 1.21906 -0.54590 1.00078
N 1.39892 0.43684 0.26101
C 0.78255 0.90425 -0.81403
C 0.44785 0.13281 -1.85618
C 0.76903 2.45032 -0.91387
C -1.53853 -1.49303 0.74851
S -2.19285 0.09479 1.01965
H 1.75672 -2.89432 0.74273
H 0.06251 -3.67644 0.90158
H 1.77584 -0.84307 1.81684
H 0.12396 0.76158 -2.69914
H 0.58353 -0.98120 -1.92540
H 0.59777 2.95923 0.06689
H 1.61940 2.96818 -1.30180
H -0.04909 2.61423 -1.59371
H -2.00744 -2.29317 1.54589
H -1.65660 -1.95214 -0.30039
H -2.45100 -0.21166 2.29197
*
```

**Orbital gap**: 9.0 eV
**E_tot**: -19759.0197 eV

=====

6.
The following is a quantum chemistry calculation of a molecular structure, C36H46N14O5P2S, from OMol25.

```
! wB97M-V def2-TZVPD RIJCOSX def2/J DEFGRID3
* xyz 0 1
N 1.19873 0.31641 -0.52279
P 2.16319 -0.82263 0.00898
C 2.30579 -2.27314 -1.12692
C 1.12828 -3.11017 -1.32706
O -0.06644 -2.73867 -0.68402
C -0.71474 -1.83836 -1.56288
O -0.33523 -1.72481 -2.69774
C -1.87163 -0.98783 -1.11064
C -2.06576 -0.47382 0.17849
C -3.20194 0.33075 0.37773
C -4.09991 0.63253 -0.63804
C -3.91381 0.10036 -1.92435
C -2.79456 -0.68935 -2.12535
C 1.16202 -4.23016 -2.12042
P -0.33754 -5.32855 -2.32162
N -1.28185 -4.70733 -3.64932
O -1.32842 -5.14890 -0.99057
C 2.40926 -4.48983 -2.77105
N 2.52803 -5.54611 -3.60807
S 4.06909 -5.40129 -4.13476
N 4.62820 -4.08400 -3.36950
C 3.57829 -3.66728 -2.63202
C 3.50852 -2.52588 -1.75256
C 4.77311 -1.68081 -1.62598
C 4.59466 -0.22065 -2.15074
C 5.58623 0.79279 -1.51001
O 6.29532 1.43077 -2.23968
O 5.64690 1.03403 -0.15360
H 1.75913 1.16706 -0.57324
H 3.46309 -0.32437 0.27377
H 1.71794 -1.36562 1.24662
H -1.34993 -0.69637 0.96965
H -3.38966 0.76298 1.36845
H -4.95645 1.28200 -0.46483
H -4.59712 0.30743 -2.74857
H -2.62326 -1.10120 -3.12582
H -2.24850 -4.54361 -3.37440
H -1.31447 -5.45833 -4.33383
H -1.78370 -4.29447 -1.06926
H 5.55299 -2.12960 -2.26258
H 5.13753 -1.68533 -0.59689
H 4.80415 -0.18620 -3.22692
H 3.57713 0.17279 -1.99077
H 5.89013 0.24172 0.37656
C 6.73364 -1.64685 3.74163
C 6.05639 -1.40909 2.46336
N 5.52890 -1.22269 1.45884
H 6.30985 -1.00267 4.50902
H 6.60739 -2.68697 4.03742
H 7.79557 -1.43042 3.64066
C -2.98076 3.63845 -3.64104
C -4.32134 3.04440 -3.63304
N -5.36276 2.55757 -3.61081
H -2.79206 4.11378 -4.60147
H -2.89863 4.38386 -2.85206
H -2.23543 2.86424 -3.47557
C -7.01211 4.22836 -0.98682
C -6.01431 3.79254 -0.00153
N -5.22949 3.45127 0.76722
H -7.05540 5.31595 -1.01183
H -6.73986 3.85732 -1.97467
H -7.99189 3.83844 -0.71671
C -0.48618 2.44470 3.23350
C -1.76891 1.73552 3.25401
N -2.78338 1.19415 3.27042
H -0.34036 2.92091 2.26582
H -0.47444 3.20645 4.00835
H 0.32527 1.74571 3.40871
C -2.69389 -5.65661 1.82130
C -3.50814 -6.64362 2.54313
N -4.14479 -7.41657 3.10811
H -2.43411 -6.03831 0.83705
H -3.25301 -4.72882 1.70770
H -1.77962 -5.45485 2.37635
C -0.72698 6.44347 5.11820
C 0.24321 5.81847 4.20856
N 0.99632 5.32860 3.49040
H -0.27591 7.30393 5.60761
H -1.60098 6.77050 4.55748
H -1.03773 5.72974 5.87551
C -3.76197 4.60173 7.96977
C -2.86054 5.76189 7.97483
N -2.15616 6.67111 7.97884
H -4.72311 4.88320 7.54378
H -3.32957 3.79969 7.37368
H -3.91295 4.24771 8.98783
C 0.83251 -2.56467 -5.93777
C 0.17610 -2.26247 -7.21610
N -0.33852 -2.02583 -8.21684
H 0.39207 -1.96390 -5.14244
H 0.70494 -3.61827 -5.69504
H 1.89679 -2.34071 -6.00660
C 3.23812 -0.28386 5.55160
C 2.66549 0.06884 4.24643
N 2.21088 0.34509 3.22713
H 2.77363 0.31551 6.33233
H 3.06227 -1.33811 5.75942
H 4.30960 -0.09345 5.54857
C 0.57048 1.22692 -4.56702
C 0.34435 2.67984 -4.55080
N 0.16597 3.81651 -4.53808
H -0.13460 0.73302 -3.89757
H 0.43299 0.84414 -5.57786
H 1.58442 1.00822 -4.23632
*
```

**Orbital gap**: 7.3 eV
**E_tot**: -98586.1977 eV